Entry 1:
{"formula": "C4H12N8O2", "method": "ωB97M-V/def2-TZVPD", "charge": 2, "smiles": "NC(=[NH2+])NN([NH+]=C(N)N)C(=O)C(N)=O", "elements": ["N", "C", "N", "N", "N", "N", "C", "N", "N", "C", "O", "C", "N", "O", "H", "H", "H", "H", "H", "H", "H", "H", "H", "H", "H", "H"], "coordinates": [[3.33, -1.38, 1.16], [2.41, -0.53, 0.77], [2.52, 0.73, 1.10], [1.28, -1.01, 0.29], [0.18, -0.26, 0.09], [-0.64, -0.56, -1.02], [-1.33, 0.39, -1.61], [-2.20, 0.18, -2.59], [-0.91, 1.70, -1.42], [-0.89, -0.67, 1.50], [-0.56, -1.66, 1.97], [-2.01, 0.38, 1.76], [-2.93, -0.24, 2.56], [-2.07, 1.40, 1.11], [3.45, -2.32, 0.60], [4.22, -1.11, 1.36], [3.53, 0.98, 1.18], [1.76, 1.42, 0.93], [1.18, -2.05, 0.07], [-0.76, -1.52, -1.19], [-2.62, 1.05, -3.00], [-2.19, -0.80, -3.09], [-1.69, 2.39, -1.22], [-0.07, 1.94, -0.96], [-2.88, -1.16, 2.95], [-3.64, 0.28, 2.97]]}

---

Entry 2:
{"formula": "C4H12NO", "method": "ωB97M-V/def2-TZVPD", "charge": 1, "elements": ["C", "C", "C", "C", "N", "O", "H", "H", "H", "H", "H", "H", "H", "H", "H", "H", "H", "H"], "coordinates": [[1.62, -0.93, -0.01], [0.34, -0.64, 2.06], [-0.77, -1.05, 0.04], [-1.11, 1.84, -1.84], [0.29, -0.87, 0.63], [-0.61, 1.25, -0.67], [2.30, -1.36, 0.75], [1.46, -1.83, -0.83], [1.85, 0.05, -0.43], [-0.58, -0.25, 2.34], [0.18, -1.63, 2.63], [1.21, -0.13, 2.38], [-0.76, -1.13, -1.03], [-1.69, -0.86, 0.69], [0.18, 1.73, -0.47], [-2.03, 1.23, -2.08], [-0.32, 1.77, -2.58], [-1.54, 2.79, -1.57]]}

---

no.,Kohn-Sham gap (eV),DFT total energy (eV)
1,9.43,-20340.864
2,10.45,-7871.327